# C33H47Cl27IN4O5PS

A cluster of 10 separate species, C33H47Cl27IN4O5PS in total in a non-equilibrium geometry (ωB97M-V/def2-TZVPD, the Open Molecules 2025 dataset).

XYZ file:
```
119
Properties=species:S:1:pos:R:3:forces:R:3:mulliken_charge:R:1
C 6.549 4.514 0.948 -0.003 0.865 -1.371 -0.5054
O 6.992 3.158 0.703 -0.517 0.689 1.714 -0.3056
C 6.846 2.313 1.872 0.777 -1.244 0.092 -0.4284
C 5.542 1.363 1.856 -0.809 0.702 0.686 -0.6625
C 4.507 1.666 0.666 -0.241 -0.890 -0.039 -0.1370
C 5.036 1.205 -0.801 -0.272 0.758 0.149 -0.5017
C 4.082 0.098 -1.500 0.739 0.556 -0.484 0.4631
C 3.004 0.792 -2.521 0.300 -0.578 1.596 -0.3368
C 1.645 -0.055 -2.389 -0.457 0.734 -0.130 0.8127
C 0.446 0.431 -3.350 0.364 -0.343 -0.447 -0.8602
C -0.642 1.361 -2.622 0.392 0.135 -0.536 0.0235
C -1.849 0.510 -1.921 0.379 0.960 -0.548 -0.4087
C -1.658 0.409 -0.319 0.940 0.996 0.133 0.4071
C -2.145 1.747 0.449 0.328 2.235 0.417 0.1933
N -1.330 2.902 0.273 -4.050 -1.306 2.606 -0.0658
C -1.792 4.046 1.013 -0.385 0.588 0.381 -0.1917
C -0.918 5.364 0.899 -1.607 1.046 2.599 -0.1843
P 0.614 5.293 -0.260 -1.281 0.245 -2.697 0.8722
N 0.377 6.194 -1.558 0.339 -0.985 0.615 -0.6965
C -1.265 6.681 1.682 -2.244 -4.511 -0.214 0.0671
S -0.214 8.223 1.599 -0.459 5.454 -1.351 1.1056
C 1.303 7.862 2.647 -0.450 -1.303 0.637 -0.8861
O 0.137 8.631 0.196 -0.286 -2.609 3.243 -0.5595
O -0.895 9.413 2.255 1.130 -3.786 -0.546 -0.5613
C -2.587 6.606 2.565 0.317 -3.063 -1.000 0.1892
O -3.055 7.751 3.321 2.118 -2.952 -0.684 -0.1053
N -4.287 8.068 2.765 -1.357 2.134 -2.568 0.0523
O -4.161 8.537 1.678 -0.533 -1.007 1.846 -0.2068
C -3.459 5.326 2.651 2.966 1.010 -1.364 -0.4883
C -3.076 3.992 1.876 0.244 2.819 0.795 0.4958
N -3.970 2.879 2.060 5.088 -1.118 -3.800 -0.5512
C -3.434 1.778 1.328 -0.443 0.348 0.086 -0.1184
C -4.265 0.387 1.437 -0.393 1.667 0.292 -0.5012
C -4.042 -0.297 2.877 -1.927 -0.637 -0.073 -0.4697
C -4.093 -1.900 2.876 0.811 0.124 1.158 -0.7378
I -2.230 0.397 3.927 -0.571 -0.445 -0.450 0.0052
H 6.799 4.917 1.987 -0.460 -0.804 -1.245 0.3180
H 5.430 4.629 0.682 1.579 -0.160 0.764 0.1052
H 7.110 5.183 0.190 -0.827 -1.102 1.185 0.2120
H 6.918 2.946 2.831 -0.277 -0.922 -1.414 0.3219
H 7.763 1.603 1.869 -1.366 1.300 -0.007 0.2428
H 5.831 0.251 1.892 -0.354 1.680 -0.299 0.2687
H 4.974 1.571 2.844 0.845 -0.431 -1.498 0.3054
H 4.180 2.768 0.698 0.578 -1.668 -0.102 -0.0810
H 3.564 1.021 0.874 1.409 1.178 -0.154 0.3120
H 6.126 0.873 -0.691 -1.601 0.298 -0.299 0.1645
H 5.036 2.151 -1.463 0.210 -1.527 0.883 0.2833
H 4.769 -0.613 -2.119 -1.466 1.046 1.351 -0.5905
H 3.514 -0.475 -0.676 0.941 0.685 -1.378 0.1878
H 2.878 1.867 -2.122 -0.144 -1.537 -0.831 0.2007
H 3.439 0.843 -3.576 -0.749 -0.155 1.352 0.2566
H 1.275 0.097 -1.300 0.742 -0.549 -1.651 -0.2540
H 1.844 -1.165 -2.582 -0.188 1.726 0.419 -0.4958
H -0.050 -0.516 -3.802 0.572 1.599 0.775 0.3521
H 0.909 0.980 -4.261 -0.782 -0.733 1.510 0.3575
H -1.042 2.090 -3.427 0.323 -1.265 1.410 0.4430
H -0.096 2.030 -1.857 -0.926 -1.080 -1.028 -0.3530
H -1.848 -0.522 -2.409 -0.118 1.299 0.871 0.0952
H -2.814 1.063 -2.231 1.270 -1.107 0.826 0.3048
H -0.511 0.378 -0.146 -1.912 0.023 -0.149 -0.1948
H -2.066 -0.550 0.145 0.297 1.511 -0.661 -0.1556
H 0.786 3.928 -0.723 -0.008 0.648 1.317 -0.1938
H 1.777 5.620 0.509 -0.696 -0.178 0.161 -0.0625
H 0.397 5.626 -2.425 -0.028 0.407 0.882 0.2266
H 0.940 7.841 3.741 0.467 0.252 -1.779 0.3408
H 2.134 8.630 2.497 -1.482 -1.017 -0.114 0.3332
H 1.620 6.787 2.399 -0.194 1.702 0.229 0.3071
H -4.394 5.353 3.327 1.761 -0.097 -1.307 0.3430
H -5.376 0.714 1.390 1.787 -0.595 0.102 0.4497
H -4.098 -0.299 0.542 0.090 0.907 1.422 0.3332
H -4.918 0.061 3.545 1.747 -0.417 -0.981 0.4823
H -3.325 -2.337 2.149 -1.412 0.680 0.976 -0.0517
H -5.151 -2.340 2.757 1.618 0.901 -0.260 0.3508
H -3.748 -2.234 3.933 -0.601 0.476 -1.733 0.3431
Cl -2.562 -3.573 0.049 0.122 -0.216 -0.197 0.0286
C -3.472 -5.056 0.375 -0.063 0.052 -0.003 -0.0232
Cl -3.724 -5.264 2.114 0.037 -0.092 -0.162 -0.1447
Cl -5.020 -5.034 -0.479 0.197 0.130 0.223 -0.1123
H -2.891 -5.902 0.010 -0.104 0.189 0.040 0.2673
Cl 6.594 -0.417 -3.974 0.277 -0.098 -0.079 -0.0805
C 7.714 -1.712 -3.521 -0.117 0.031 -0.057 -0.1235
Cl 8.005 -1.696 -1.771 -0.205 0.247 -0.145 -0.1376
Cl 7.083 -3.282 -4.039 -0.229 0.276 -0.105 -0.0916
H 8.662 -1.538 -4.027 -0.182 -0.054 0.130 0.4624
Cl -5.326 -4.931 -5.672 0.060 -0.031 0.195 -0.1272
C -4.493 -4.903 -4.111 -0.017 0.173 -0.150 0.2314
Cl -3.378 -6.271 -3.977 0.465 0.490 -0.281 -0.1423
Cl -3.630 -3.374 -3.893 -0.067 -0.125 0.049 -0.0579
H -5.239 -4.991 -3.323 0.182 0.002 -0.156 0.0941
Cl 9.713 -4.091 -2.437 0.517 -0.535 0.189 -0.0384
C 10.607 -5.583 -2.763 0.048 0.065 -0.031 -0.0131
Cl 11.020 -5.698 -4.480 -0.065 -0.034 0.119 -0.1269
Cl 12.066 -5.665 -1.765 -0.130 -0.045 -0.061 -0.1239
H 9.969 -6.427 -2.507 0.141 0.183 -0.057 0.2890
Cl -8.094 -8.744 -3.028 0.122 -0.027 0.105 -0.1472
C -6.786 -8.478 -1.866 -0.138 0.123 -0.009 0.1181
Cl -5.460 -7.575 -2.619 -0.591 -0.774 0.295 0.0111
Cl -7.388 -7.628 -0.436 -0.010 -0.069 -0.138 -0.1121
H -6.404 -9.448 -1.553 -0.112 0.222 -0.096 0.0884
Cl -8.962 -11.863 0.274 0.137 -0.008 0.099 -0.1249
C -7.657 -11.594 1.438 -0.125 0.007 -0.038 -0.0156
Cl -6.332 -10.693 0.688 -0.176 -0.228 -0.006 -0.0566
Cl -8.261 -10.739 2.864 0.108 -0.098 -0.107 -0.1196
H -7.276 -12.563 1.755 -0.064 0.213 -0.074 0.3363
Cl -4.051 -11.026 2.974 0.386 0.049 0.233 -0.0883
C -2.507 -10.432 2.350 -0.012 -0.109 0.000 -0.0957
Cl -1.787 -11.611 1.245 -0.036 0.108 0.118 -0.1253
Cl -2.723 -8.872 1.541 -0.003 -0.069 0.084 -0.0361
H -1.829 -10.291 3.190 -0.144 -0.009 -0.195 0.3459
Cl 0.710 -4.357 -2.559 0.059 0.001 0.096 -0.0975
C 2.043 -4.070 -1.430 0.052 0.038 -0.073 -0.1590
Cl 3.361 -3.202 -2.230 0.012 -0.379 0.100 -0.0510
Cl 1.475 -3.171 -0.014 0.031 -0.078 -0.053 -0.0954
H 2.421 -5.034 -1.094 -0.093 0.214 -0.063 0.3845
Cl -2.698 13.031 2.483 -0.073 -0.167 0.030 -0.1433
C -3.639 11.583 2.867 0.084 0.002 -0.084 0.6902
Cl -3.842 11.421 4.618 0.015 -0.050 -0.117 -0.1391
Cl -5.214 11.632 2.060 0.110 0.012 0.068 -0.1344
H -3.092 10.713 2.504 0.005 0.204 0.071 -0.2890
```
Positions in Å, forces in eV/Å.

Output
E_HOMO: -8.559 eV
LUMO: -1.78 eV
SMILES string: COCCCCCCCCCCCc1nc2c([PH2]=N)c(S(C)(=O)=O)c(ON=O)cc2nc1C[C@@H](C)I.ClC(Cl)Cl.ClC(Cl)Cl.ClC(Cl)Cl.ClC(Cl)Cl.ClC(Cl)Cl.ClC(Cl)Cl.ClC(Cl)Cl.ClC(Cl)Cl.ClC(Cl)Cl
HOMO-LUMO gap: 6.78 eV
E: -417494.833 eV